(1)
Below is C25H22FeN4O3Te as an isolated structure in a non-equilibrium geometry, with properties calculated with the ωB97M-V functional and the def2-TZVPD basis.

Values from the calculation:
Highest occupied orbital energy (alpha / beta), eV: -6.444 / -6.444

Positions of all 56 atoms, in Å:
Fe 0.10 -0.07 0.93
O 0.70 2.88 -2.35
C 0.07 3.89 -1.73
C -0.02 5.11 -2.41
C -0.64 6.19 -1.83
C -1.20 6.09 -0.56
C -1.13 4.89 0.12
C -0.50 3.78 -0.45
C -0.44 2.50 0.29
O 0.34 1.58 -0.15
N -1.21 2.37 1.38
N -1.04 1.12 1.86
C -1.55 0.70 2.96
C -1.23 -0.69 3.28
C -1.74 -1.36 4.39
C -1.39 -2.68 4.59
C -0.54 -3.30 3.69
C -0.07 -2.57 2.62
N -0.39 -1.30 2.42
H 0.71 2.13 -1.71
H 0.42 5.17 -3.40
H -0.70 7.12 -2.37
H -1.69 6.94 -0.11
H -1.57 4.77 1.10
H -2.18 1.33 3.58
H -2.41 -0.84 5.06
H -1.79 -3.22 5.44
H -0.26 -4.34 3.81
H 0.59 -3.01 1.87
O 1.69 0.70 2.27
C 2.80 -0.09 1.81
C 2.58 -0.33 0.35
C 3.33 0.32 -0.61
C 3.14 -0.01 -1.95
C 2.23 -1.00 -2.27
C 1.49 -1.57 -1.25
N 1.65 -1.25 0.04
H 1.73 0.77 3.23
H 2.82 -1.05 2.33
H 3.75 0.43 1.97
H 4.03 1.09 -0.32
H 3.70 0.50 -2.72
H 2.06 -1.31 -3.29
H 0.73 -2.31 -1.45
Te -2.00 -0.72 -0.39
C -1.62 -2.34 -1.70
C -1.23 -2.10 -3.02
C -1.00 -3.16 -3.90
C -1.17 -4.47 -3.47
C -1.56 -4.72 -2.16
C -1.78 -3.66 -1.29
H -1.10 -1.08 -3.36
H -0.70 -2.95 -4.92
H -1.00 -5.29 -4.16
H -1.69 -5.73 -1.82
H -2.09 -3.86 -0.27

These are the Mulliken partial charges, in e, on atoms 1 to 8: -1.098, -0.704, 0.138, -0.624, -0.280, -0.794, -0.355, 0.147



(2)
Below is C25H22GeNOTcTe as an isolated structure in a non-equilibrium geometry, with properties calculated with the ωB97M-V functional and the def2-TZVPD basis.

Values from the calculation:
Charge: +2
Highest occupied orbital energy, eV: -14.275

Positions of all 52 atoms, in Å:
Tc 0.85 -1.01 -1.72
O -0.07 0.43 -3.00
C 0.18 0.50 -4.42
C 1.20 -0.55 -4.77
C 1.62 -0.69 -6.09
C 2.54 -1.67 -6.39
C 3.02 -2.49 -5.37
C 2.55 -2.28 -4.09
N 1.66 -1.33 -3.79
H -0.72 1.10 -2.74
H 0.56 1.50 -4.65
H -0.76 0.32 -4.95
H 1.23 -0.04 -6.85
H 2.89 -1.80 -7.41
H 3.74 -3.27 -5.56
H 2.90 -2.88 -3.26
Te 1.05 -2.86 -0.15
C 0.22 -0.34 -0.26
Ge -0.55 0.47 1.41
C 0.17 -0.85 2.65
C -0.23 -0.76 3.98
C 0.23 -1.69 4.91
C 1.09 -2.71 4.53
C 1.51 -2.81 3.22
C 1.05 -1.87 2.31
C 0.31 2.20 1.67
C -0.36 3.40 1.80
C 0.34 4.58 2.02
C 1.72 4.55 2.09
C 2.40 3.35 1.95
C 1.70 2.18 1.74
C -2.47 0.23 1.20
C -2.90 -1.08 0.99
C -4.24 -1.37 0.86
C -5.18 -0.35 0.95
C -4.76 0.95 1.16
C -3.41 1.24 1.28
H -0.91 0.02 4.30
H -0.10 -1.61 5.94
H 1.44 -3.42 5.27
H 2.21 -3.58 2.92
H 1.48 -1.90 1.29
H -1.44 3.45 1.75
H -0.19 5.51 2.13
H 2.27 5.47 2.27
H 3.48 3.33 2.02
H 2.25 1.25 1.66
H -2.18 -1.90 0.95
H -4.57 -2.39 0.71
H -6.23 -0.57 0.86
H -5.49 1.75 1.23
H -3.12 2.27 1.45

These are the Mulliken partial charges, in e, on atoms 1 to 8: 0.320, -0.540, -0.422, 0.590, -0.745, -0.230, -0.776, -0.086



(3)
Below is C25H22N6RhS as an isolated structure, with properties calculated with the ωB97M-V functional and the def2-TZVPD basis.

Values from the calculation:
Charge: +1
Multiplicity: 5
Highest occupied orbital energy (alpha / beta), eV: -8.869 / -10.929

Positions of all 55 atoms, in Å:
Rh -0.02 0.35 -0.71
N -0.43 3.52 2.22
C -0.32 2.44 1.44
S -0.44 2.60 -0.27
N -0.16 1.27 2.08
N -0.07 0.25 1.27
C 0.04 -1.06 1.83
C -0.10 -1.32 3.26
C 0.62 -0.60 4.22
C 0.49 -0.91 5.56
C -0.37 -1.92 5.97
C -1.11 -2.63 5.03
C -0.97 -2.33 3.68
C 0.22 -2.07 0.87
C 0.58 -3.40 1.20
C 0.78 -4.32 0.20
C 0.62 -3.94 -1.13
C 0.29 -2.63 -1.41
N 0.11 -1.70 -0.46
H -0.48 4.44 1.80
H -0.35 3.43 3.21
H 1.29 0.18 3.91
H 1.06 -0.37 6.30
H -0.47 -2.16 7.02
H -1.79 -3.40 5.34
H -1.56 -2.87 2.95
H 0.71 -3.67 2.24
H 1.07 -5.34 0.45
H 0.76 -4.64 -1.94
H 0.17 -2.30 -2.43
C -0.82 0.47 -3.69
N 0.27 0.43 -2.71
C 1.50 0.51 -3.14
C 2.56 0.50 -2.20
C 4.00 0.49 -2.40
C 4.53 0.42 -1.16
C 3.40 0.40 -0.23
N 2.25 0.45 -0.85
C -1.82 1.53 -3.31
C -1.58 2.86 -3.64
C -2.47 3.84 -3.24
C -3.60 3.50 -2.51
C -3.84 2.18 -2.18
C -2.95 1.19 -2.58
H -1.30 -0.51 -3.67
H -0.42 0.63 -4.70
H 1.71 0.58 -4.20
H 4.51 0.53 -3.35
H 5.58 0.39 -0.90
H 3.45 0.35 0.85
H -0.69 3.13 -4.21
H -2.28 4.88 -3.51
H -4.29 4.27 -2.21
H -4.72 1.91 -1.61
H -3.13 0.16 -2.32

These are the Mulliken partial charges, in e, on atoms 1 to 8: 0.273, -0.369, 0.624, -0.391, -1.125, 0.968, -0.316, 0.114



(4)
Below is one molecule with the formula C25H22O4S in a non-equilibrium geometry, with properties calculated with the ωB97M-V functional and the def2-TZVPD basis.

Values from the calculation:
Highest occupied orbital energy, eV: -8.306

Positions of all 52 atoms, in Å:
C -5.33 -0.42 3.21
C -4.40 0.01 2.13
O -3.13 -0.04 2.74
C -2.19 0.57 1.99
C -0.94 -0.05 2.37
S 0.30 1.47 1.98
C 1.76 0.66 2.53
C 2.22 -0.26 1.59
C 3.28 -1.09 1.89
C 3.92 -0.95 3.13
C 3.51 0.02 4.04
C 2.45 0.88 3.74
O -0.10 2.47 2.99
O -2.36 1.34 1.07
H -6.31 -0.59 2.79
H -4.99 -1.33 3.71
H -5.40 0.37 3.95
H -4.39 -0.67 1.27
H -4.57 1.03 1.82
H -0.71 -0.07 3.46
H 1.74 -0.28 0.62
H 3.60 -1.83 1.15
H 4.76 -1.61 3.36
H 4.03 0.12 5.00
H 2.15 1.69 4.38
C -1.55 -2.72 -4.80
C -0.59 -1.95 -4.12
C -0.68 -1.81 -2.74
C -1.74 -2.39 -2.00
C -1.77 -2.23 -0.54
O -2.58 -3.17 0.01
C -2.54 -3.35 1.39
C -1.84 -2.50 2.24
C -1.83 -2.87 3.60
C -2.67 -3.90 4.07
C -3.41 -4.68 3.16
C -3.32 -4.45 1.81
C -0.89 -1.39 1.69
C -1.00 -1.35 0.20
C -2.68 -3.17 -2.71
C -2.58 -3.33 -4.09
H -1.48 -2.83 -5.88
H 0.22 -1.46 -4.66
H 0.06 -1.25 -2.19
H -1.13 -2.37 4.29
H -2.75 -4.07 5.14
H -4.08 -5.45 3.53
H -3.86 -5.02 1.07
H 0.13 -1.60 2.08
H -0.34 -0.70 -0.31
H -3.50 -3.64 -2.19
H -3.32 -3.94 -4.63

These are the Mulliken partial charges, in e, on atoms 1 to 8: -1.285, -0.077, -0.221, -0.191, -0.323, 0.335, 0.531, -0.384



(5)
Below is C25H23AgN4PS as an isolated structure, with properties calculated with the ωB97M-V functional and the def2-TZVPD basis.

Values from the calculation:
Charge: +1
Highest occupied orbital energy, eV: -10.658

Positions of all 55 atoms, in Å:
Ag 0.09 -1.72 0.88
S 0.04 -3.03 3.15
C -1.57 -3.02 2.78
N -2.49 -3.41 3.72
C -3.81 -3.21 3.55
C -4.26 -2.70 2.37
C -3.30 -2.49 1.36
N -2.02 -2.65 1.55
H -2.12 -3.77 4.59
H -4.46 -3.49 4.37
H -5.31 -2.51 2.19
H -3.60 -2.17 0.37
N 4.48 -2.72 0.10
C 4.51 -1.70 1.00
C 3.22 -1.27 1.13
N 2.41 -2.03 0.33
C 3.20 -2.89 -0.27
H 5.26 -3.26 -0.23
H 5.41 -1.37 1.47
H 2.83 -0.47 1.73
H 2.87 -3.62 -0.98
C -3.32 3.26 0.93
C -3.26 1.96 1.40
C -2.22 1.14 1.02
C -1.24 1.60 0.16
C -1.28 2.91 -0.29
C -2.32 3.74 0.09
P 0.09 0.46 -0.34
C -0.26 0.21 -2.12
C -0.75 -1.04 -2.50
C -1.09 -1.29 -3.82
C -0.93 -0.29 -4.77
C -0.42 0.95 -4.40
C -0.09 1.20 -3.08
C 1.57 1.50 -0.29
C 1.72 2.41 0.76
C 2.90 3.13 0.89
C 3.93 2.93 -0.01
C 3.79 2.02 -1.05
C 2.61 1.31 -1.19
H -4.13 3.91 1.23
H -4.04 1.59 2.06
H -2.15 0.12 1.41
H -0.49 3.29 -0.93
H -2.35 4.76 -0.26
H -0.85 -1.82 -1.74
H -1.49 -2.25 -4.11
H -1.18 -0.48 -5.80
H -0.29 1.72 -5.14
H 0.31 2.17 -2.80
H 0.92 2.55 1.47
H 3.01 3.84 1.69
H 4.85 3.49 0.10
H 4.59 1.88 -1.75
H 2.49 0.60 -2.00

These are the Mulliken partial charges, in e, on atoms 1 to 8: -0.178, -0.507, 0.420, -0.021, -0.062, -0.913, 0.173, -0.318



(6)
Below is a 2-piece molecular cluster, C25H23Br2N2 overall in a non-equilibrium geometry, with properties calculated with the ωB97M-V functional and the def2-TZVPD basis.

Values from the calculation:
Charge: +1
Highest occupied orbital energy, eV: -10.747

Positions of all 52 atoms, in Å:
Br 4.73 4.26 -1.79
C 3.05 3.80 -1.05
C 1.87 4.37 -1.55
C 0.66 4.15 -0.90
C 0.57 3.29 0.22
C -0.69 2.93 0.80
C -0.81 1.78 1.58
C -2.02 1.35 2.10
C -2.18 0.35 3.10
C -3.47 -0.14 3.45
C -3.66 -1.07 4.47
C -2.55 -1.57 5.17
Br -2.78 -2.84 6.55
C -1.26 -1.14 4.82
C -1.08 -0.20 3.80
C 1.78 2.75 0.73
C 3.01 3.00 0.11
H 1.92 4.99 -2.44
H -0.26 4.63 -1.24
H -1.56 3.58 0.64
H 0.06 1.14 1.71
H -2.93 1.79 1.67
H -4.33 0.26 2.91
H -4.66 -1.39 4.74
H -0.41 -1.53 5.36
H -0.07 0.15 3.57
H 1.76 2.13 1.62
H 3.92 2.58 0.52
C -4.45 3.82 -3.88
C -5.38 4.48 -3.06
C -4.95 5.31 -2.02
C -3.58 5.49 -1.82
C -3.10 6.40 -0.74
N -2.00 6.12 -0.08
C -1.36 7.34 0.42
C -2.28 8.30 1.18
C -3.61 8.52 0.47
N -3.86 7.52 -0.55
C -2.64 4.80 -2.60
C -3.07 3.99 -3.66
H -4.80 3.14 -4.66
H -6.45 4.35 -3.23
H -5.65 5.77 -1.32
H -0.50 6.97 0.99
H -0.98 7.94 -0.42
H -2.45 7.89 2.18
H -1.80 9.28 1.32
H -4.43 8.46 1.19
H -3.62 9.52 0.02
H -4.63 7.68 -1.21
H -1.58 4.90 -2.36
H -2.34 3.50 -4.30

These are the Mulliken partial charges, in e, on atoms 1 to 8: -0.107, 0.048, -0.533, 0.154, 0.255, -0.014, -0.613, -0.464



(7)
Below is C25H23CeClO2P as an isolated structure in a non-equilibrium geometry, with properties calculated with the ωB97M-V functional and the def2-TZVPD basis.

Values from the calculation:
Charge: +1
Highest occupied orbital energy, eV: -11.448

Positions of all 53 atoms, in Å:
C -1.14 -1.37 1.29
C -1.04 -1.94 -0.07
C 0.42 -2.14 -0.38
H -1.81 -2.08 -0.74
C 1.19 -1.74 0.82
C 0.25 -1.21 1.83
H 0.51 -0.78 2.74
H -2.00 -1.04 1.76
H 0.81 -2.46 -1.28
H 2.22 -1.67 0.88
Ce -0.05 0.14 -0.05
Cl 1.91 1.30 -0.45
P 0.12 0.35 -3.81
C 1.22 -0.71 -4.83
C 0.80 -1.43 -5.95
H -0.24 -1.38 -6.27
C 1.70 -2.21 -6.67
H 1.36 -2.76 -7.54
C 3.03 -2.27 -6.28
H 3.74 -2.88 -6.84
C 3.46 -1.56 -5.16
H 4.50 -1.61 -4.85
C 2.56 -0.80 -4.43
H 2.89 -0.26 -3.56
C -1.53 -0.08 -4.49
C -2.17 -1.21 -3.95
H -1.68 -1.77 -3.16
C -3.41 -1.61 -4.43
H -3.89 -2.49 -4.01
C -4.05 -0.88 -5.43
H -5.02 -1.19 -5.79
C -3.43 0.24 -5.96
H -3.92 0.82 -6.73
C -2.18 0.64 -5.49
H -1.71 1.52 -5.92
C 0.40 2.00 -4.56
C 1.10 2.21 -5.75
H 1.52 1.36 -6.29
C 1.27 3.49 -6.26
H 1.82 3.64 -7.18
C 0.73 4.58 -5.59
H 0.87 5.58 -5.98
C 0.03 4.39 -4.40
H -0.38 5.23 -3.87
C -0.12 3.11 -3.89
H -0.66 2.96 -2.96
C -1.65 0.72 3.88
C -1.30 1.81 2.85
O -1.52 2.97 3.19
O -0.76 1.54 1.67
H -1.10 0.95 4.81
H -1.41 -0.31 3.63
H -2.73 0.78 4.09

These are the Mulliken partial charges, in e, on atoms 1 to 8: -0.295, -0.787, -0.254, 0.646, -1.045, -0.102, 0.540, 0.551



(8)
Below is C25H23ClIMoN7O2 as an isolated structure, with properties calculated with the ωB97M-V functional and the def2-TZVPD basis.

Values from the calculation:
Charge: +2
Highest occupied orbital energy (alpha / beta), eV: -13.657 / -13.684

Positions of all 60 atoms, in Å:
Mo 0.45 -0.29 0.05
Cl -2.64 6.40 -1.88
C -1.92 4.89 -1.50
C -0.62 4.67 -1.87
C 0.00 3.45 -1.56
I 1.94 3.12 -2.22
C -0.70 2.49 -0.88
O -0.10 1.31 -0.53
C -2.06 2.67 -0.52
N -2.70 1.64 0.09
C -3.96 1.83 0.42
C -4.67 3.02 0.17
C -4.03 4.05 -0.46
C -2.68 3.90 -0.83
H -0.07 5.44 -2.39
H -4.46 1.01 0.92
H -5.70 3.10 0.48
H -4.55 4.98 -0.67
N 2.91 -1.65 -1.45
C 3.40 -0.54 -0.75
C 4.72 -0.13 -0.91
C 5.18 0.92 -0.15
C 4.33 1.54 0.76
C 3.04 1.11 0.84
N 2.56 0.09 0.08
C 2.24 -2.69 -0.80
C 2.58 -4.02 -1.04
C 1.94 -5.00 -0.32
C 0.98 -4.65 0.63
C 0.67 -3.32 0.78
N 1.26 -2.35 0.05
H 3.56 -1.98 -2.16
H 5.37 -0.66 -1.59
H 6.21 1.24 -0.25
H 4.67 2.36 1.38
H 2.33 1.57 1.51
H 3.36 -4.26 -1.75
H 2.19 -6.04 -0.48
H 0.48 -5.40 1.23
H -0.07 -2.99 1.50
N 0.51 -0.12 1.98
C 0.58 0.02 3.16
N 0.70 0.25 4.36
C 0.02 -0.10 5.44
N -0.56 -0.37 6.39
C -2.46 -1.07 2.04
C -2.54 -1.63 0.65
O -1.38 -1.26 -0.19
C -1.65 -1.57 -1.58
C -0.45 -1.24 -2.45
H -3.41 -1.27 2.53
H -2.30 0.01 2.02
H -1.68 -1.55 2.64
H -3.41 -1.26 0.12
H -2.57 -2.73 0.65
H -2.53 -0.99 -1.87
H -1.90 -2.63 -1.64
H 0.13 -0.36 -2.11
H -0.77 -0.89 -3.43
H 0.23 -2.07 -2.60

These are the Mulliken partial charges, in e, on atoms 1 to 8: 0.584, -0.192, 0.486, -0.505, -0.328, 0.097, -0.661, 0.230



Result set for energy: -2942.342645 -3520.862605 -1802.877324 -1664.937404 -2071.843720 -6223.715966 -2393.309275 -2325.797710 Eh, one per record in the order listed.